No. 1
A molecular structure, C16H22BN7Ru. Source: the Open Molecules 2025 dataset; level of theory: ωB97M-V with the def2-TZVPD basis set.

Values from the calculation:
Charge: +2
HOMO level (alpha / beta): -14.08 / -14.43 eV
2S+1: 5

```
47
Properties=species:S:1:pos:R:3:forces:R:3
H 1.3429 3.7077 -0.1228 0.1 -0.2 0.0
N 0.8356 1.9575 -1.2965 -1.7 2.4 -0.5
B -0.0629 0.4872 -3.2979 0.8 0.3 -0.5
N 0.4436 1.8204 -2.6473 1.4 0.2 0.9
C 0.8466 2.9449 -3.2846 -0.6 -0.1 0.7
Ru 2.0799 0.7332 -0.3692 -2.4 -0.8 0.5
H 0.8941 2.9915 -4.3592 -0.5 0.1 -0.1
C 1.2312 3.9055 -2.3501 -0.2 0.1 0.1
H 1.5432 4.9187 -2.5479 -0.1 -0.1 -0.1
C 1.1332 3.3001 -1.1023 0.2 -1.8 -1.7
H 0.1081 0.5829 -4.4685 0.0 0.0 -0.2
C -2.0176 -2.9889 2.1838 1.7 -1.0 -0.6
H -1.4067 -3.2805 3.0508 -0.2 0.2 -0.3
H -1.4307 -2.3275 1.5285 -0.1 -0.2 0.2
H -2.2762 -3.9056 1.6341 0.0 0.4 0.2
N -1.6708 0.1468 -3.1362 -1.2 -0.3 -0.4
N 0.9350 -0.6062 -2.7740 1.7 -0.1 0.7
N -2.1100 0.2042 -1.8113 0.0 -0.6 0.2
N 1.3223 -0.7287 -1.4171 -1.2 -2.7 -1.3
C -2.7428 -0.2542 -3.8995 3.8 1.2 0.3
C 1.7789 -1.3887 -3.4901 -0.8 0.1 0.8
H -2.7313 -0.2872 -4.9710 0.2 0.0 -0.3
H 1.8893 -1.2740 -4.5541 -0.4 -0.3 -0.2
C -3.8043 -0.5738 -3.0409 -0.5 -0.2 1.8
C 2.4949 -2.2200 -2.6257 -0.1 -0.2 0.4
C -3.3142 -0.3276 -1.7508 0.0 0.1 0.1
C 2.1247 -1.8663 -1.3332 -0.3 1.9 -1.7
H -4.7893 -0.9142 -3.2631 -0.4 -0.1 -0.4
H 3.2096 -2.9802 -2.8949 -0.1 0.0 -0.1
H -3.7850 -0.5009 -0.7967 -0.2 0.2 0.0
H 2.4499 -2.2670 -0.3826 0.0 0.2 0.0
H -2.8840 -2.4964 2.4983 -1.3 0.7 0.5
C 4.4507 0.8138 0.4526 1.2 0.5 -0.8
C 3.8268 0.7475 1.7653 -1.3 0.2 0.7
C 4.1545 0.7068 3.1280 -0.7 -0.3 1.6
C 2.9299 0.6115 3.8358 2.0 0.1 -0.2
C 1.8831 0.6183 2.8775 0.7 0.0 -0.8
C 0.4181 0.5157 2.9661 -0.5 0.2 -0.4
N 2.4898 0.7213 1.6388 -1.6 0.0 0.6
H 5.3576 1.3945 0.3649 0.5 -0.1 0.2
H 3.7463 1.3785 -0.2115 1.5 0.6 -0.1
H 4.5792 -0.1654 -0.0029 0.4 -0.3 0.0
H 5.1617 0.7286 3.5174 -0.1 0.0 0.2
H 2.8307 0.5379 4.9116 -0.1 0.0 -0.2
H 0.0617 -0.4472 3.3506 0.3 0.1 0.1
H -0.0582 1.3037 3.5616 0.4 -0.1 0.2
H 0.0166 0.6185 1.9536 0.0 -0.1 0.1
```
Forces are in eV/Å.

No. 2
A molecular structure, C25H46O2P2Ti. Source: the Open Molecules 2025 dataset; level of theory: ωB97M-V with the def2-TZVPD basis set.

Values from the calculation:
Charge: +1
HOMO level (alpha / beta): -9.91 / -9.91 eV
2S+1: 2

```
76
Properties=species:S:1:pos:R:3:forces:R:3
Ti -0.8622 0.4298 -0.6630 6.4 1.0 -1.3
C 0.9649 -2.7230 -0.4978 2.0 0.3 0.6
C 0.0400 -2.3066 -1.5010 -0.2 2.6 -2.7
C 2.0591 -1.2600 -1.8909 1.2 -0.7 1.5
C 2.2068 -2.0946 -0.7634 -0.2 0.0 -0.4
C 0.7189 -1.3639 -2.3545 -3.9 -1.1 1.7
C 0.7046 -3.6946 0.5819 -0.2 0.1 0.4
H -0.3405 -3.6505 0.9218 0.2 0.0 -0.2
H 1.3519 -3.5025 1.4482 -0.2 -0.1 -0.3
H 0.8961 -4.7250 0.2439 0.0 0.2 0.0
C 3.4841 -2.3200 -0.0500 0.6 0.0 0.3
H 3.3844 -3.1383 0.6717 0.2 0.2 -0.2
H 3.8146 -1.4268 0.4989 -0.1 -0.3 -0.1
H 4.2730 -2.5786 -0.7731 -0.2 -0.1 0.3
C 3.1319 -0.4987 -2.5666 0.3 0.0 0.3
H 3.3062 -0.8811 -3.5840 -0.1 0.1 0.2
H 4.0683 -0.5863 -2.0055 -0.2 0.1 -0.2
H 2.8763 0.5667 -2.6576 0.0 -0.2 -0.1
C 0.1570 -0.7353 -3.5777 -0.1 0.2 -0.7
H -0.2211 -1.5244 -4.2462 0.1 0.4 -0.1
H 0.9227 -0.1494 -4.1037 -0.2 -0.2 0.0
H -0.6832 -0.0404 -3.3803 0.4 -0.3 -0.2
C -1.2185 -3.0009 -1.8460 -0.6 -0.4 0.0
H -1.0067 -3.9561 -2.3587 0.0 0.2 0.1
H -1.8279 -2.3975 -2.5285 0.1 -0.2 0.2
H -1.8171 -3.2476 -0.9540 0.2 0.1 -0.4
C -1.5750 0.7439 1.2207 -0.7 -1.4 1.4
C -1.6904 -0.6526 0.8723 -0.9 -0.3 2.4
C -3.0398 -1.2389 0.5191 -0.2 -0.4 0.2
C -3.5693 -0.8661 -0.8936 -0.4 -0.8 0.2
C -2.6954 0.0715 -1.6840 -1.7 1.7 -0.5
C -2.6181 1.4583 -1.3055 -2.0 -1.0 -1.2
C -3.3985 1.9573 -0.1063 -0.5 0.5 0.7
C -2.7863 1.6250 1.2874 -0.5 0.5 0.1
H -3.7761 -0.9239 1.2808 0.2 -0.1 -0.2
H -4.5732 -0.4357 -0.7833 0.2 0.1 -0.1
H -2.9763 -2.3368 0.6175 -0.1 0.5 -0.1
H -3.5555 1.1617 1.9343 0.2 0.1 -0.3
H -0.7763 0.9948 1.9252 -0.1 -0.2 -0.5
H -1.0064 -1.3327 1.3862 0.1 0.3 -0.2
H -2.5221 2.5621 1.8033 0.0 -0.3 -0.3
H -3.5365 3.0498 -0.1608 0.2 -0.4 -0.2
H -2.4897 2.1907 -2.1135 0.3 -0.4 0.3
H -4.4246 1.5536 -0.1195 0.3 0.0 -0.3
H -3.7286 -1.7931 -1.4634 0.2 0.3 0.1
H -2.5625 -0.1788 -2.7387 0.1 0.2 0.2
P 0.7312 -0.8798 3.5134 -0.1 0.3 -1.1
C 2.3342 -1.6767 3.8671 -0.1 -0.1 0.2
H 2.4552 -1.8332 4.9433 0.2 -0.1 -0.1
H 3.1318 -1.0376 3.4693 -0.2 -0.2 0.1
H 2.3510 -2.6399 3.3386 0.2 0.2 0.3
C 1.0454 0.8331 4.1079 -0.1 0.0 0.1
H 0.9888 0.8563 5.2043 0.1 0.2 -0.2
H 0.2869 1.5073 3.6855 0.2 -0.1 0.3
H 2.0330 1.1588 3.7594 -0.3 -0.1 0.1
C -0.3899 -1.5045 4.8122 0.1 -0.1 0.1
H -1.3978 -1.1073 4.6293 0.2 -0.1 0.1
H -0.0370 -1.1847 5.7964 -0.2 -0.2 0.1
H -0.4275 -2.6021 4.7506 -0.1 0.3 0.1
P 0.2095 3.0387 -1.4592 -0.2 -0.2 0.2
C -0.1836 3.6103 -3.1490 -0.2 0.0 -0.1
H -0.4986 4.6588 -3.1270 0.1 -0.1 -0.2
H -0.9919 2.9950 -3.5647 0.2 0.3 -0.1
H 0.7077 3.5130 -3.7795 -0.2 0.0 0.1
C -0.5884 4.3046 -0.3943 0.0 0.0 0.1
H -1.6828 4.2376 -0.4651 0.3 0.0 0.0
H -0.2685 5.3033 -0.7211 -0.1 -0.2 0.1
H -0.2871 4.1504 0.6536 -0.1 0.0 -0.3
C 1.9617 3.5461 -1.3282 0.1 0.1 0.0
H 2.0675 4.5918 -1.6519 0.0 -0.3 0.1
H 2.5731 2.9140 -1.9849 -0.1 0.2 0.2
H 2.3235 3.4599 -0.2952 -0.1 0.0 -0.3
O 2.7543 0.4753 1.5087 -0.9 0.5 -1.5
C 2.1458 0.7544 0.4753 0.6 -0.6 1.0
O 0.8735 0.5699 0.2522 0.5 -0.2 -0.5
H 2.6959 1.1827 -0.3893 -0.1 -0.1 0.2
```
Forces are in eV/Å.

No. 3
8 unconnected molecules or ions with the total composition C54H118N6O8. Source: the Open Molecules 2025 dataset; level of theory: ωB97M-V with the def2-TZVPD basis set.

Values from the calculation:
Structure (SMILES): CC1(C)CCCC(C)(C)N1O.CC1(C)CCCC(C)(C)N1O.CC1(C)CCCC(C)(C)N1O.CC1(C)CCCC(C)(C)N1O.CC1(C)CCCC(C)(C)N1O.CC1(C)CCCC(C)(C)N1O.O.O
HOMO level: -7.84 eV
2S+1: 1

```
186
Properties=species:S:1:pos:R:3:forces:R:3
C -1.5892 1.4648 -1.0213 -1.3 1.0 -0.4
C -0.1641 1.4416 -1.5369 0.3 -0.7 0.2
C 0.6657 2.5614 -0.9127 -0.9 0.5 -0.2
C 0.4495 0.0993 -1.1107 0.0 -0.6 0.3
C 0.1613 -1.1186 -2.0054 0.3 0.1 1.0
C 0.3737 -0.7694 -3.4576 0.5 -0.2 0.3
C -0.3885 0.4808 -3.9028 -0.1 -0.8 -0.6
C 0.1711 0.8289 -5.2831 0.7 0.0 -0.3
C -1.8754 0.0823 -4.0330 0.1 1.0 -0.2
N -0.0394 1.5617 -2.9933 0.5 0.3 -0.1
O -0.6719 2.7589 -3.4423 -0.2 0.0 0.2
H -2.1514 2.3561 -1.3334 0.4 0.1 -0.1
H -2.2101 0.6742 -1.4438 0.3 -0.4 0.4
H -1.6703 1.4939 0.0668 0.3 -0.4 0.0
H 0.1730 3.5053 -1.1686 0.2 0.1 0.1
H 0.6476 2.4919 0.1749 0.3 -0.1 0.0
H 1.6735 2.5761 -1.3228 0.1 -0.1 0.2
H 1.5299 0.1769 -0.9573 0.0 0.3 -0.3
H 0.0454 -0.1493 -0.1224 0.1 0.2 0.1
H 0.8753 -1.8863 -1.6853 0.1 0.0 -0.3
H -0.7922 -1.5772 -1.7209 -0.3 0.4 -0.5
H 0.1781 -1.6350 -4.0959 -0.3 0.2 -0.2
H 1.4453 -0.5783 -3.5639 0.0 0.2 0.0
H 1.2534 1.0055 -5.2512 0.0 0.0 0.4
H -0.2272 1.7192 -5.7674 -0.5 -0.2 0.1
H 0.0718 -0.0474 -5.9283 -0.3 0.1 -0.1
H -2.5153 0.9591 -4.1765 0.1 0.1 0.2
H -2.1988 -0.4528 -3.1447 -0.2 -0.2 -0.2
H -2.0008 -0.4948 -4.9494 0.0 -0.4 0.2
H 0.0699 3.3298 -3.6647 0.0 0.0 0.0
C 4.1846 -5.3588 2.8708 -1.1 0.6 1.2
C 4.3652 -4.1578 1.9340 0.6 -0.6 -0.5
C 5.8639 -3.9439 1.6414 0.1 0.2 -0.1
C 3.6389 -4.5239 0.6344 0.0 -0.3 -0.3
C 3.3742 -3.3199 -0.2648 0.0 -1.0 1.0
C 2.5631 -2.2865 0.4962 0.3 1.2 -1.3
C 3.1499 -1.8348 1.8290 0.4 -0.8 0.9
C 4.2034 -0.7537 1.6389 0.1 -0.1 -0.6
C 2.0001 -1.3462 2.7228 -0.2 -0.2 -0.7
N 3.7399 -2.9974 2.5303 -1.3 -0.5 0.0
O 4.3526 -2.6575 3.7545 0.2 0.3 -0.1
H 4.7101 -5.2564 3.8235 0.6 -0.2 -0.4
H 3.1445 -5.3130 3.2290 0.0 -0.2 -0.4
H 4.3099 -6.3346 2.4090 0.4 0.1 -0.1
H 6.3171 -3.4181 2.4819 0.1 -0.1 0.0
H 6.3882 -4.8848 1.4622 -0.1 -0.1 0.2
H 6.0311 -3.3452 0.7414 -0.1 0.1 0.1
H 4.2598 -5.2645 0.1157 0.1 0.2 0.0
H 2.7173 -5.0826 0.8363 -0.2 0.4 0.2
H 4.3528 -2.9133 -0.5298 -0.1 0.2 -0.3
H 2.8533 -3.6831 -1.1516 0.1 0.3 -0.2
H 1.4894 -2.4814 0.5330 0.1 -0.6 0.3
H 2.6248 -1.3958 -0.1462 -0.3 0.1 0.2
H 3.7666 0.1242 1.1566 0.0 0.2 0.4
H 4.9815 -1.1052 0.9535 0.0 -0.1 0.1
H 4.6750 -0.5399 2.5943 0.0 0.3 0.0
H 1.3282 -2.1871 2.9122 0.1 -0.1 0.1
H 1.4007 -0.6331 2.1477 0.2 0.3 0.3
H 2.3491 -0.9317 3.6654 -0.1 0.2 0.0
H 3.6431 -2.7212 4.4022 0.0 -0.1 0.0
C -0.9459 2.6979 3.0243 -0.3 0.0 -1.7
C -0.6439 3.4837 4.2737 0.3 -0.2 0.5
C -0.7241 4.9680 3.9367 0.1 0.5 -0.1
C -1.6267 3.0766 5.3667 -0.2 -0.6 -0.4
C -1.3107 3.7481 6.6837 -0.3 0.9 -0.5
C 0.0494 3.2529 7.1358 -0.5 -0.2 0.8
C 1.1585 3.3985 6.0987 0.6 0.0 -0.4
C 1.7918 4.8053 6.1701 -0.1 0.5 0.0
C 2.2676 2.4031 6.4282 0.2 -0.4 0.8
N 0.6848 3.0443 4.7464 -0.3 -0.3 0.0
O 1.6706 3.3223 3.7639 0.1 -0.2 0.3
H -0.7677 1.6256 3.0927 0.2 0.0 0.3
H -1.9632 2.8321 2.6367 -0.2 0.1 0.6
H -0.3803 3.0880 2.1712 0.4 -0.2 0.2
H -1.6422 5.1988 3.3925 0.0 -0.1 -0.1
H -0.6898 5.6383 4.7935 -0.1 -0.1 0.1
H 0.1275 5.2499 3.3136 -0.1 -0.1 -0.2
H -2.6198 3.1940 4.9216 -0.2 0.5 0.5
H -1.5432 1.9919 5.5168 0.1 0.0 -0.1
H -1.2456 4.8320 6.5306 0.0 0.0 0.0
H -2.1320 3.6537 7.3955 0.3 -0.5 0.3
H -0.0361 2.2104 7.4581 0.0 -0.1 -0.2
H 0.3646 3.7981 8.0284 0.0 0.0 0.0
H 2.8061 4.7947 5.7658 0.0 0.1 0.0
H 1.8566 5.1695 7.1965 0.1 -0.3 0.1
H 1.2245 5.5800 5.6514 -0.1 -0.1 -0.1
H 1.8992 1.3786 6.5141 -0.2 0.1 -0.3
H 2.6843 2.6178 7.4205 0.1 0.2 -0.1
H 3.0751 2.4226 5.7000 0.0 0.1 -0.1
H 2.0195 4.2035 3.9530 -0.1 0.2 -0.1
C -5.8944 4.2446 2.5068 -0.3 0.1 0.3
C -5.9915 2.8197 1.9558 0.5 0.3 0.2
C -5.0527 1.8903 2.7398 0.0 -0.7 -0.7
C -7.4314 2.3331 2.1603 -0.3 -0.3 0.0
C -7.8561 1.2012 1.2175 1.0 0.3 0.3
C -7.3791 1.4358 -0.2078 -1.6 -0.8 -0.6
C -5.9397 1.8130 -0.4093 1.2 0.6 0.7
C -4.9494 0.6448 -0.2029 -0.1 0.0 0.0
C -5.7549 2.3626 -1.8217 -0.5 -0.1 -0.1
N -5.6804 2.9261 0.5263 -1.3 0.3 -0.5
O -4.4204 3.5252 0.2775 0.1 -0.4 0.4
H -6.1015 4.2624 3.5807 0.0 -0.1 0.0
H -4.9171 4.6956 2.3465 0.1 -0.1 0.0
H -6.6556 4.8643 2.0281 0.1 0.0 -0.1
H -5.1006 0.8809 2.3220 -0.1 0.0 0.0
H -4.0130 2.1919 2.6182 0.0 0.2 0.4
H -5.3911 1.7614 3.7666 0.4 0.5 0.2
H -7.4624 1.9420 3.1800 -0.2 0.1 0.1
H -8.1451 3.1600 2.1384 0.1 0.1 -0.3
H -7.3865 0.2911 1.6073 -0.2 -0.2 -0.1
H -8.9364 1.0755 1.2208 0.0 -0.1 0.1
H -8.0523 2.1526 -0.6948 0.3 0.4 0.2
H -7.6237 0.5244 -0.7742 0.4 0.0 0.0
H -4.0107 0.9848 0.2337 0.0 0.2 -0.2
H -4.7282 0.2152 -1.1816 0.0 -0.3 0.2
H -5.3146 -0.1154 0.4888 -0.2 -0.1 -0.3
H -6.3915 3.2397 -1.9586 0.1 0.1 0.1
H -6.1139 1.6161 -2.5354 0.2 0.0 0.0
H -4.7194 2.6214 -2.0237 0.0 -0.1 -0.1
H -4.6713 4.4293 0.0671 0.2 0.0 -0.1
C -2.0406 -6.6090 0.4888 -1.5 -0.3 0.7
C -2.1595 -5.1320 0.1178 0.6 -0.7 -1.4
C -0.7478 -4.5661 -0.0606 0.6 0.7 1.0
C -2.9224 -5.1177 -1.2147 -0.3 0.3 0.2
C -3.2762 -3.6862 -1.5834 -0.5 -0.7 -0.6
C -4.1492 -3.0728 -0.5105 -0.2 1.4 0.4
C -3.5360 -3.0969 0.9063 0.4 -0.5 -0.5
C -2.4576 -2.0361 1.1017 0.5 0.3 -0.2
C -4.6371 -2.9194 1.9421 -0.5 -0.1 -0.4
N -3.0119 -4.4647 1.0788 -0.8 -0.6 0.5
O -2.5043 -4.6658 2.3872 0.5 0.4 0.2
H -3.0640 -6.9217 0.7499 0.1 0.0 0.0
H -1.7977 -7.2418 -0.3620 0.6 0.2 0.0
H -1.4696 -6.8325 1.3875 0.5 0.1 -0.3
H -0.2927 -4.5341 0.9397 0.1 -0.1 -0.1
H -0.0833 -5.1558 -0.6926 -0.3 -0.3 -0.1
H -0.6736 -3.5312 -0.4053 -0.4 -0.1 -0.2
H -2.4089 -5.6652 -2.0082 0.5 0.3 0.1
H -3.8483 -5.6908 -1.0802 -0.1 0.2 0.1
H -2.3930 -3.0669 -1.7526 0.1 -0.1 0.0
H -3.8172 -3.7330 -2.5347 0.0 0.3 0.1
H -5.1727 -3.4528 -0.4494 0.2 -0.6 -0.2
H -4.3012 -2.0164 -0.7672 0.1 0.0 0.1
H -2.8536 -1.0485 1.3501 -0.2 -0.2 0.4
H -1.8531 -1.8268 0.2125 -0.1 -0.4 -0.1
H -1.7806 -2.4070 1.8729 0.0 0.4 0.2
H -5.3781 -3.7151 1.8170 0.1 -0.1 0.1
H -5.1792 -1.9915 1.7437 0.2 0.1 0.2
H -4.2601 -2.9449 2.9614 0.0 0.2 0.0
H -3.1845 -5.1543 2.8609 -0.1 -0.1 -0.2
C 7.6208 -1.2961 -4.6024 -0.3 -0.7 -0.2
C 6.2263 -0.6700 -4.4706 -0.2 0.3 -0.2
C 5.4670 -0.7588 -5.8020 0.4 -0.2 -0.9
C 5.4259 -1.4489 -3.4330 -0.6 -0.6 0.3
C 4.1654 -0.7157 -3.0043 -0.1 0.4 -0.2
C 4.4830 0.6939 -2.5405 -0.4 0.0 0.7
C 5.3364 1.5369 -3.5029 -0.2 -0.5 1.0
C 4.4714 2.0955 -4.6106 -0.1 0.7 -1.0
C 5.9179 2.6544 -2.6629 0.8 1.1 0.1
N 6.4404 0.6944 -3.9417 0.5 -0.4 0.4
O 7.2748 1.4484 -4.8202 -0.2 -0.1 -0.3
H 7.9549 -1.5175 -3.5897 0.5 0.1 -0.1
H 7.5652 -2.2315 -5.1681 -0.2 -0.1 0.3
H 8.3510 -0.7339 -5.1843 -0.1 0.3 0.3
H 5.6483 -1.7306 -6.2752 0.1 0.0 0.2
H 4.3815 -0.6988 -5.7542 0.0 0.3 0.3
H 5.8324 -0.0169 -6.5169 -0.1 0.1 0.1
H 5.1264 -2.4064 -3.8749 0.1 0.0 -0.1
H 5.9800 -1.7330 -2.5319 0.4 0.4 -0.1
H 3.4506 -0.6251 -3.8260 0.1 -0.2 -0.1
H 3.6522 -1.2630 -2.2111 0.0 0.0 0.0
H 4.9449 0.6655 -1.5471 0.3 -0.1 -0.2
H 3.5449 1.2306 -2.3569 0.0 0.0 -0.2
H 5.0033 2.8527 -5.1976 0.2 -0.3 0.0
H 3.5838 2.6358 -4.2703 0.0 -0.3 0.4
H 4.1520 1.3226 -5.3031 -0.1 0.0 0.0
H 6.5937 2.3378 -1.8642 -0.3 -0.6 0.0
H 5.1434 3.2641 -2.1901 -0.1 -0.1 -0.2
H 6.5633 3.3153 -3.2517 -0.4 0.0 -0.2
H 8.1535 1.1224 -4.5973 0.0 0.3 0.1
O -2.1269 -0.5287 -7.7915 -0.2 -0.2 0.2
H -1.3532 -1.0927 -7.7153 0.0 0.0 0.0
H -1.8278 0.3401 -7.5005 0.1 -0.1 -0.3
O -1.4985 2.2316 -8.1538 -0.1 0.2 0.2
H -2.2015 2.4332 -7.5267 0.0 0.1 0.0
H -1.5850 2.9087 -8.8306 0.0 -0.1 -0.1
```
Forces are in eV/Å.

no.,total energy (eV)
1,-30617.316
2,-72449.253
3,-83226.014